Record 1
This record from OMol25 describes C44H61N2O4P2S6SbSi3TeTi as an isolated structure in a non-equilibrium geometry. The level of theory is ωB97M-V with the def2-TZVPD basis set.

XYZ file:
```
125
Properties=species:S:1:pos:R:3:forces:R:3
Ti 1.057 0.470 0.204 0.4 0.9 -0.4
N 2.085 -2.765 0.616 -0.2 -0.1 -0.1
P 0.987 -2.183 1.856 0.0 0.0 -0.1
C -0.395 -3.340 1.457 0.0 0.0 0.0
C -0.174 -4.670 1.099 0.0 0.0 0.0
C -1.221 -5.486 0.698 0.0 0.0 0.0
C -2.509 -4.973 0.632 0.0 0.0 0.0
C -2.735 -3.642 0.949 0.0 0.0 0.0
C -1.685 -2.827 1.348 0.0 0.0 0.0
C 1.845 -2.866 3.317 0.0 0.0 0.0
C 1.742 -4.167 3.799 0.0 0.0 0.0
C 2.430 -4.547 4.944 0.0 0.0 0.0
C 3.222 -3.631 5.620 0.0 0.0 0.0
C 3.311 -2.324 5.160 0.0 0.0 0.0
C 2.617 -1.945 4.023 0.0 0.0 0.0
C 1.646 -2.637 -0.671 0.0 0.0 0.0
C 1.964 -3.599 -1.645 0.0 0.0 -0.1
C 1.406 -3.494 -2.895 0.1 0.0 0.1
C 0.544 -2.435 -3.175 0.0 0.1 0.0
C 0.315 -1.510 -2.183 0.0 0.0 0.0
N 0.856 -1.584 -0.955 0.1 -0.1 0.1
H 2.684 -3.557 0.797 0.0 0.0 -0.1
H 0.831 -5.077 1.108 0.0 0.0 0.0
H -1.030 -6.518 0.431 0.0 0.0 0.0
H -3.331 -5.606 0.320 0.0 0.0 0.0
H -3.735 -3.235 0.891 0.0 0.0 0.0
H -1.862 -1.785 1.580 0.0 0.0 0.0
H 1.098 -4.882 3.307 0.0 0.0 0.0
H 2.335 -5.560 5.315 0.0 0.0 0.0
H 3.752 -3.929 6.516 0.0 0.0 0.0
H 3.907 -1.595 5.695 0.0 0.0 0.0
H 2.653 -0.917 3.679 0.0 0.0 0.0
H 2.622 -4.417 -1.381 0.0 0.0 0.0
H 1.630 -4.236 -3.652 0.0 0.0 0.0
H 0.076 -2.319 -4.142 0.0 0.0 0.0
H -0.322 -0.652 -2.355 0.0 0.0 0.0
S 1.803 4.522 -1.899 0.0 0.0 0.0
C 1.339 3.118 -1.161 -0.2 0.0 0.1
S 1.059 2.962 0.540 0.2 -0.2 0.0
S 1.046 1.620 -2.004 -0.2 -0.1 0.3
C 2.578 2.455 4.259 0.0 0.0 0.0
C 1.316 1.649 4.464 0.0 -0.1 0.0
O 0.877 1.194 3.174 0.0 0.1 0.0
P -0.639 0.707 2.940 -0.1 -0.1 0.1
O -0.676 0.476 1.432 0.3 -0.1 -0.1
Te -1.235 -1.007 4.432 0.0 0.1 0.0
O -1.550 1.958 3.340 0.0 0.0 -0.1
C -1.552 3.171 2.557 0.0 0.0 0.0
C -2.596 4.096 3.136 0.0 0.0 0.0
H 2.851 2.963 5.186 0.0 0.0 0.0
H 2.424 3.201 3.478 0.0 0.0 0.0
H 3.408 1.818 3.951 -0.1 0.0 0.0
H 0.526 2.245 4.927 0.0 0.0 0.0
H 1.483 0.773 5.096 0.0 0.0 0.0
H -1.754 2.917 1.515 0.0 0.0 0.0
H -0.561 3.625 2.595 0.0 0.0 0.0
H -3.596 3.672 3.044 0.0 0.0 0.0
H -2.571 5.050 2.608 0.0 0.0 0.0
H -2.397 4.277 4.193 0.0 0.0 0.0
C -2.494 0.692 -5.044 0.0 0.0 0.0
Si -3.603 0.116 -3.636 0.0 0.0 0.0
C -5.382 0.502 -4.120 0.0 0.0 0.0
C -3.452 -1.759 -3.536 0.0 0.0 0.0
Sb -2.713 1.112 -1.456 -0.1 -0.1 0.0
Si -4.871 0.722 -0.128 0.0 0.0 0.0
C -5.644 -0.918 -0.643 0.0 0.0 0.0
C -4.454 0.545 1.689 0.0 -0.1 0.0
C -6.186 2.055 -0.326 0.0 0.0 0.0
Si -2.878 3.574 -2.174 0.0 0.0 0.0
C -4.538 4.062 -2.924 0.0 0.0 0.0
C -1.563 3.912 -3.461 0.0 0.0 0.0
C -2.569 4.642 -0.664 0.0 0.0 0.0
H -2.676 0.084 -5.936 0.0 0.0 0.0
H -1.436 0.610 -4.782 0.0 0.0 0.0
H -2.687 1.735 -5.304 0.0 0.0 0.0
H -5.615 -0.017 -5.055 0.0 0.0 0.0
H -5.537 1.569 -4.278 0.0 0.0 0.0
H -6.097 0.168 -3.366 0.0 0.0 -0.1
H -3.676 -2.196 -4.514 0.0 0.0 0.0
H -4.146 -2.186 -2.811 0.0 0.0 0.0
H -2.444 -2.066 -3.249 0.0 0.0 0.0
H -4.884 -1.696 -0.717 0.0 -0.1 0.0
H -6.162 -0.864 -1.602 0.0 0.0 0.1
H -6.367 -1.226 0.118 0.0 0.0 0.0
H -3.906 -0.383 1.875 0.0 0.0 0.0
H -5.382 0.503 2.270 0.0 0.0 0.0
H -3.842 1.352 2.087 0.0 0.1 0.0
H -6.548 2.101 -1.355 0.0 0.0 0.0
H -5.806 3.043 -0.056 0.0 0.0 0.0
H -7.036 1.832 0.326 0.0 0.0 0.0
H -4.648 3.643 -3.926 0.0 0.0 0.0
H -4.559 5.152 -3.022 0.0 0.0 0.0
H -5.395 3.756 -2.326 0.0 0.0 0.0
H -1.364 3.055 -4.104 0.0 0.0 0.0
H -0.615 4.178 -2.990 0.0 0.0 0.0
H -1.880 4.750 -4.091 0.0 0.0 0.0
H -3.334 4.502 0.104 0.0 0.0 0.0
H -2.568 5.696 -0.959 0.0 0.0 0.0
H -1.589 4.413 -0.238 0.0 0.0 0.0
O 2.923 0.264 0.207 -0.5 -0.2 0.2
C 4.207 0.169 -0.345 0.0 0.1 -0.1
C 5.142 1.119 0.395 0.0 0.0 -0.1
C 6.507 1.126 0.365 0.0 0.0 0.0
C 7.062 2.184 1.130 0.0 0.0 0.0
C 6.096 2.944 1.722 0.0 0.1 -0.1
S 4.524 2.408 1.333 0.0 -0.1 0.0
C 4.719 -1.253 -0.140 0.0 0.0 0.1
C 5.016 -2.240 -1.031 0.0 0.0 0.0
C 5.342 -3.475 -0.401 0.0 0.0 0.0
C 5.300 -3.391 0.959 0.0 0.0 0.0
S 4.886 -1.817 1.473 0.2 0.1 0.1
C 4.182 0.528 -1.823 0.1 -0.1 0.0
C 3.613 -0.170 -2.849 0.1 0.0 0.0
C 3.631 0.535 -4.078 0.0 0.0 0.0
C 4.205 1.765 -3.956 0.1 -0.1 0.0
S 4.739 2.056 -2.366 -0.1 0.0 0.0
H 7.085 0.395 -0.183 0.0 0.0 0.0
H 8.122 2.363 1.241 0.0 0.0 0.0
H 6.232 3.804 2.359 0.0 0.0 0.0
H 4.998 -2.094 -2.101 0.0 0.0 0.1
H 5.607 -4.377 -0.936 0.0 0.0 0.0
H 5.508 -4.165 1.681 0.0 0.0 0.0
H 3.160 -1.140 -2.724 -0.1 0.0 0.0
H 3.213 0.155 -5.000 0.0 0.0 0.0
H 4.330 2.518 -4.716 0.0 0.0 0.0
```
Forces are in eV/Å.

As for the relative energy (zero: lowest compared OMol25 entry of this formula, charge and spin): 0.0 kcal/mol. The calculation puts the total energy at -201968.442 eV. The calculation puts the orbital gap (spin up / spin down) at 6.62 / 6.68 eV. Its LUMO energy (spin up / spin down) is 2.076 / 2.075 eV. The multiplicity is 2. As for the net charge: -1. The HOMO energy (spin up / spin down) is -4.547 / -4.605 eV.

Results of the Mulliken charge analysis, in e, for atoms 1 through 2: atom 1 (Ti): -0.303, atom 2 (N): 1.164

***

Record 2
This record from OMol25 describes C13H14F3O9Rb as an isolated structure in a non-equilibrium geometry. The level of theory is ωB97M-V with the def2-TZVPD basis set.

XYZ file:
```
40
Properties=species:S:1:pos:R:3:forces:R:3
Rb -2.672 -1.219 1.266 0.4 0.4 -0.1
C 3.785 -2.469 1.542 -3.0 1.8 2.6
O 4.784 -1.566 2.094 2.3 -0.4 -1.6
O 2.570 -1.978 1.991 2.0 -1.6 -1.9
C 3.859 -2.702 -0.008 0.5 1.5 0.0
F 3.332 -1.759 -0.781 -2.5 0.9 0.2
F 5.086 -2.639 -0.556 2.4 -1.4 0.4
F 3.342 -3.883 -0.373 -0.4 -0.5 0.1
C 6.155 -2.090 2.045 -0.8 2.2 1.7
C 7.107 -1.051 2.789 -0.7 -1.9 -1.6
H 6.770 -0.954 3.821 0.0 0.5 -0.2
H 8.040 -1.614 2.755 0.5 0.3 0.4
H 7.245 -0.143 2.202 -0.3 0.2 0.4
H 6.503 -2.323 1.039 0.0 0.1 0.2
H 6.224 -2.946 2.716 -0.2 -0.7 -0.3
H 4.070 -3.389 2.053 0.0 -1.2 -0.4
C -2.173 7.436 1.902 3.2 -2.3 0.4
C -2.872 6.422 1.252 -4.1 2.0 -0.7
C -2.376 4.936 1.095 -3.7 -1.2 -0.7
O -3.131 4.033 0.590 -0.5 1.3 -1.0
C -1.339 4.465 1.782 4.2 2.5 2.9
C -0.581 5.444 2.597 1.3 -0.4 -0.2
C -0.897 7.046 2.497 -3.8 -2.0 -1.2
O -0.241 7.802 3.139 2.6 1.9 1.6
O 0.354 5.179 3.385 -1.2 -0.2 -0.9
O -4.091 6.750 0.896 2.2 -1.8 -0.1
H -2.507 8.434 2.144 -0.4 -0.1 -0.4
H -1.034 3.431 1.726 0.0 -0.1 0.2
C -6.681 -3.132 -2.772 -0.1 -0.1 2.3
O -5.901 -3.280 -3.915 2.5 -0.5 -1.5
C -4.491 -3.336 -3.839 1.0 2.2 1.9
O -3.760 -3.282 -2.819 -3.0 -0.8 -3.1
O -4.020 -3.187 -5.106 -3.6 -0.3 2.0
C -2.680 -3.235 -5.372 2.1 -1.2 -1.1
H -6.093 -2.614 -2.014 -0.1 -0.1 0.2
H -7.066 -4.066 -2.363 0.7 -0.6 0.0
H -7.637 -2.615 -2.847 0.4 0.7 -1.3
H -2.087 -3.760 -4.623 -0.1 0.5 0.3
H -2.273 -2.272 -5.678 -0.1 0.1 0.5
H -2.625 -3.877 -6.251 0.3 0.0 -0.2
```
Forces are in eV/Å.

The calculation puts the total energy at -40937.812 eV. The calculation puts the orbital gap at 1.75 eV. Its LUMO energy is 1.745 eV. The multiplicity is 1. As for the net charge: -2. The HOMO energy is -0.005 eV.

Results of the Mulliken charge analysis, in e, for atoms 1 through 2: atom 1 (Rb): 0.895, atom 2 (C): -0.069